The following is a DFT calculation (ωB97M-V/def2-TZVPD) of a 15-piece molecular cluster, H30O15 overall at a distorted geometry.

Values from the calculation:
Energy above the lowest of the compared OMol25 structures with the same formula, charge and spin in kJ/mol: 147.6
Energy in eV: -31200.1357
Frontier orbital gap in Eh: 0.3666
Lowest unoccupied orbital energy in Eh: -0.0065
Net charge: 0
HOMO energy in eV: -10.2

Each line ends with the Mulliken charge.
CARTESIAN COORDINATES (ANGSTROEM)
O1 -0.598 0.100 0.173  0.48
H1 -0.473 -0.612 -0.481  0.03
H2 0.138 0.000 0.815  0.17
O2 -3.192 -0.095 1.518  -0.81
H3 -2.692 -0.809 1.950  0.35
H4 -2.646 0.198 0.781  0.24
O3 0.439 -0.375 2.615  -0.57
H5 0.039 -1.241 2.593  0.31
H6 -0.292 0.229 2.731  0.28
O4 0.259 2.401 -0.624  -0.64
H7 -0.007 1.539 -0.348  0.24
H8 -0.328 2.598 -1.372  0.26
O5 1.537 -2.087 0.376  -0.57
H9 1.698 -1.415 -0.279  0.28
H10 0.769 -2.595 0.032  0.30
O6 -3.221 -0.698 -1.954  -0.73
H11 -2.903 0.091 -1.472  0.41
H12 -3.328 -0.349 -2.845  0.33
O7 2.610 1.337 0.744  -0.63
H13 2.295 2.106 0.291  0.30
H14 3.530 1.502 1.022  0.26
O8 1.090 -2.845 -3.108  -0.63
H15 0.533 -2.439 -2.439  0.36
H16 1.960 -2.769 -2.742  0.33
O9 0.052 0.144 -3.608  -0.63
H17 0.347 -0.148 -4.456  0.29
H18 0.616 -0.104 -2.861  0.36
O10 -2.947 1.640 -0.740  -0.68
H19 -3.770 1.780 -1.174  0.28
H20 -2.358 1.854 -1.481  0.27
O11 1.987 -0.149 -1.605  -0.62
H21 2.864 -0.289 -1.820  0.25
H22 2.081 0.512 -0.861  0.26
O12 -0.774 -2.090 -1.428  -0.61
H23 -1.595 -1.914 -1.820  0.20
H24 -1.020 -2.628 -0.698  0.27
O13 1.285 2.577 2.734  -0.69
H25 0.439 2.150 2.819  0.36
H26 1.804 1.913 2.218  0.40
O14 -1.340 1.639 2.650  -0.60
H27 -2.146 1.133 2.493  0.37
H28 -1.539 2.094 3.453  0.22
O15 3.223 -1.069 2.698  -0.63
H29 3.229 -1.876 3.191  0.26
H30 2.344 -0.944 2.319  0.32

Cartesian forces, eV/Å:
O 0.23 -0.31 0.03
H -0.07 0.09 0.04
H -0.40 -0.23 0.06
O -0.01 -0.42 0.86
H -0.33 0.28 -0.47
H 0.31 0.01 -0.25
O 0.73 -0.53 -0.02
H 0.01 -0.56 -0.02
H -0.58 0.87 0.35
O 0.51 2.01 -1.13
H -0.77 -1.39 0.54
H 0.64 0.08 0.31
O -1.11 -1.46 0.59
H 0.19 0.53 -0.79
H 1.20 0.53 0.31
O 0.22 -0.04 -0.30
H -0.22 -0.52 0.27
H -0.01 -0.35 -0.21
O 0.99 -1.11 0.14
H -0.45 1.31 -0.40
H -0.49 -0.14 -0.20
O 0.02 -0.23 -0.62
H -0.36 -0.02 -0.02
H 0.85 -0.09 0.15
O -1.43 0.94 0.96
H 0.74 -0.62 -0.26
H 0.49 -0.12 -0.79
O 1.24 0.29 -0.39
H -1.68 0.24 -0.06
H 0.45 0.20 0.53
O -2.36 1.23 1.90
H 2.89 -0.67 -1.08
H -0.28 -0.63 -0.75
O 1.74 0.04 0.62
H -2.37 0.99 -1.49
H -0.30 -0.96 1.02
O 1.06 -0.32 -0.26
H -0.41 0.03 -0.06
H -0.54 0.73 0.70
O -0.08 -0.29 -0.19
H -0.54 -0.24 -0.61
H -0.03 0.75 0.97
O 0.51 0.95 -0.47
H -0.22 -0.65 0.28
H 0.02 -0.20 0.21